No. 1
Below is a structure of composition C26H32N11NaO2PS3, with properties calculated with ωB97M-V with the def2-TZVPD basis set.

Results
- 2S+1: 1
- Net charge: -1
- Kohn-Sham gap: 6.78 eV
- Energy relative to the best compared isomer or geometry (same formula, charge and spin): 0.146 eV

Last column: Mulliken charge in e.
CARTESIAN COORDINATES (ANGSTROEM)
H 0.9878 6.7460 -2.3886  0.415
N 1.9937 2.7679 1.6352  -0.532
C 0.9842 -3.6243 1.9256  -0.839
C 1.5199 6.3302 -1.5424  -0.688
C 0.3845 -2.2679 0.0266  0.434
H 0.7916 -1.6183 -0.7520  0.585
H 3.3331 4.7593 1.4670  0.414
H -4.4093 -2.4054 3.5431  0.237
C -2.3884 -0.2862 -1.6088  1.141
C 2.3646 1.0179 2.9085  -0.351
H 0.5350 -6.5210 0.3559  0.385
H 3.0895 -0.9451 0.4173  0.344
C 3.2185 -0.1452 -0.2988  -0.251
N 1.4904 -2.8655 0.7864  0.502
C 2.3063 -3.7370 -0.0464  -1.066
H 1.9469 -5.9746 1.2829  0.309
C 3.2944 -0.2591 4.9617  -0.732
C -2.1483 0.1205 -3.9549  -0.370
H 2.7941 1.4002 -3.0253  0.480
C -3.1252 -0.8663 -0.4803  -1.085
O -0.0599 4.5904 -1.5190  -0.789
H 0.0731 -5.5415 -1.7751  0.418
H 0.3427 -2.9760 2.5264  0.203
Na -0.6060 0.7530 0.9687  0.889
N 1.5490 1.5376 2.0904  0.144
H 4.1362 2.8354 -1.0963  0.486
C 3.0707 1.1031 -2.0265  -0.752
H 2.7603 0.3158 5.7190  0.272
H 5.0688 0.9600 5.2346  0.365
H -3.1689 -2.0909 4.7089  0.216
N -1.2506 0.3684 -1.3460  0.205
O 0.1417 2.7815 0.2484  -0.962
C -0.9769 0.8083 -3.6783  -1.224
S 2.1945 -0.6006 3.5685  0.096
H -0.2382 3.7826 -0.9495  0.345
N -3.6341 -1.8435 3.8549  -0.446
N 2.7302 -0.1291 -1.5169  -0.322
S -1.3147 -0.6932 3.3378  -0.427
H 4.1902 6.8702 0.4723  0.397
C 1.7025 4.5743 0.1205  0.274
C -0.5725 0.9045 -2.3548  -0.015
C 1.0941 -5.6407 0.6845  -0.932
H 1.8398 -3.9388 2.5320  0.237
P -0.7876 -3.5078 -0.7190  0.024
H -0.1940 -1.6577 0.7233  -0.741
H -0.3874 1.2647 -4.4614  0.439
C 3.3107 6.3886 0.0643  -0.817
C 1.2186 3.2828 0.7057  0.985
C -2.8518 -1.2947 2.8724  0.414
C 0.5368 -4.6142 -1.4241  -0.857
C -1.0122 -4.4707 0.8626  -0.614
H 5.1282 -0.1303 3.8351  0.252
H -4.0369 -1.4291 -0.6830  0.184
N -2.6832 -0.7377 0.7115  0.856
H -1.5726 -5.3866 0.6511  0.458
C 4.4829 0.5195 4.4268  -0.506
H 3.5940 -1.2166 5.3875  0.403
C 2.8347 5.2158 0.6218  -0.399
H 3.0060 7.8601 -1.4755  0.359
C 3.7567 1.8285 -1.0977  -0.327
C -2.8662 -0.4324 -2.9105  -0.920
H 0.3305 1.4366 -2.0816  0.557
H 2.6464 -3.1766 -0.9206  0.384
N 0.2402 -4.8263 1.5410  0.080
H 4.1660 1.3150 0.9094  0.242
N 3.8629 1.0078 -0.0043  0.153
H -2.5003 0.0181 -4.9743  0.398
H -3.7847 -0.9779 -3.0844  0.412
S 3.8557 1.8802 3.3987  -0.101
H 0.9683 -4.1236 -2.3011  0.435
N -3.4176 -1.3374 1.6764  -1.437
H 3.1806 -4.0423 0.5370  0.377
H -1.6249 -3.8642 1.5359  0.220
N 1.6192 -4.9513 -0.4933  0.037
C 2.6446 6.9422 -1.0264  -0.287
C 1.0355 5.1466 -0.9777  0.330

No. 2
Below is a cluster of 6 separate species, C26H32N4O10 in total in a non-equilibrium geometry, with properties calculated with ωB97M-V with the def2-TZVPD basis set.

Results
- 2S+1: 1
- SMILES: Oc1ccc(O)cc1.Oc1ccc(O)cc1.Oc1ccc(O)cc1.Oc1ccc(O)cc1.NC(N)=O.NC(N)=O
- Kohn-Sham gap: 8.07 eV
- Energy relative to the best compared isomer or geometry (same formula, charge and spin): 2.192 eV

Last column: Mulliken charge in e.
CARTESIAN COORDINATES (ANGSTROEM)
H 5.8296 3.2554 -1.5619  0.381
N 4.0581 5.7147 -4.8467  -0.362
H 1.3406 7.1382 -5.1034  0.206
H -1.0403 1.1543 -2.6047  0.212
H -3.4849 6.5230 6.1324  0.384
C -5.2085 -4.7747 -3.2434  -0.454
N 2.1059 6.5071 -4.9131  -0.361
H -3.7413 1.6879 7.2122  0.252
C 0.9626 -4.4318 1.2753  -0.512
C 5.8988 0.2302 -3.1776  -0.450
C -4.6601 -3.7458 -2.4701  -0.644
H -4.5099 -2.8755 0.5885  0.277
O 3.1661 -3.8561 0.8644  -0.479
H 1.8916 5.8205 -4.2042  0.136
C 5.4472 1.1950 -2.2903  0.346
C -4.8003 -3.7673 -1.1076  0.890
H -6.6156 -6.6234 -0.7313  0.259
H -4.9141 3.3072 8.6204  0.293
O 3.7381 7.7468 -5.7884  -0.627
H 0.6040 -3.4671 0.9482  0.298
O 8.6802 2.0092 -4.8299  -0.523
C -5.5156 -4.7920 -0.4416  -0.627
H -2.1478 1.4755 5.4677  0.291
O -4.9100 5.7591 8.3959  -0.553
H -5.5250 -4.8161 0.6381  0.250
C -3.7110 2.7200 6.8956  -0.357
C 3.3523 6.7603 -5.2155  0.621
C 1.8083 -7.0749 1.5653  -0.276
H 7.8406 3.5137 -2.7010  0.277
H 3.7063 4.8713 -4.4165  0.197
H -2.1084 2.5892 0.2089  0.178
H 2.6657 -3.0800 0.6019  0.265
H 5.2707 -0.6462 -3.2400  0.371
H 4.9931 6.0127 -4.6078  0.192
N -1.3346 1.5875 -1.7412  -0.338
O -4.3297 -2.7701 -0.3485  -0.502
C 7.0359 0.4704 -3.9865  -0.423
H 0.2806 -8.0662 3.0186  0.335
H -0.9465 -5.1668 1.9024  0.398
C 7.3328 2.5929 -2.9473  -0.388
C 0.5445 -6.7120 1.9104  0.202
C -6.0524 -5.8333 -1.2055  -0.480
C -5.9022 -5.8396 -2.6170  0.525
O 4.3066 1.0425 -1.6266  -0.551
H -5.0159 5.3482 9.2570  0.290
H 7.2680 -0.2779 -4.7300  0.371
C 6.1688 2.4370 -2.1796  -0.641
C -0.9426 2.7560 -1.3272  0.639
C 2.7142 -6.0839 1.1790  -0.625
O -0.2879 -7.7162 2.3288  -0.535
H -1.8682 1.1129 -1.0270  0.129
C -4.3012 4.9448 7.4176  0.978
H -5.2192 -4.7719 -4.3234  0.380
H -4.0474 -2.9680 -2.9015  0.373
H -6.9636 -7.4921 -2.9198  0.278
C -4.3848 3.5872 7.7215  -0.750
N -1.3318 3.1161 -0.1644  -0.358
O -0.0848 3.3925 -1.9513  -0.697
H 3.7261 1.7928 -1.7735  0.315
C 0.0865 -5.4447 1.7542  -0.515
H -2.3159 4.8702 4.7596  0.332
H 9.1788 2.6554 -4.3245  0.297
H -1.1782 4.0884 0.0615  0.238
O -6.5138 -6.8302 -3.4501  -0.524
C 7.6912 1.7212 -3.9303  0.614
H 3.7784 -6.1975 1.0344  0.384
C -3.0662 4.5261 5.4561  -0.343
C -3.6380 5.4755 6.3465  -0.767
H 2.1210 -8.1057 1.6432  0.396
C -3.0018 3.1802 5.7574  0.475
C 2.2320 -4.7859 0.9855  0.666
O -2.2058 2.3236 5.0216  -0.527

No. 3
Below is an isolated molecule of C26H32N4O2, with properties calculated with ωB97M-V with the def2-TZVPD basis set.

Results
- 2S+1: 1
- SMILES: COc1ccccc1C(=O)Nc1ccnn1C1CCN(Cc2cc(C)c(C)cc2C)CC1
- Kohn-Sham gap: 8.73 eV
- Energy relative to the best compared isomer or geometry (same formula, charge and spin): 1.375 eV

Last column: Mulliken charge in e.
CARTESIAN COORDINATES (ANGSTROEM)
H 0.1357 -2.4970 -1.0264  0.468
H -0.3584 -1.3915 -2.3375  0.295
H 2.9724 2.0609 2.4536  0.209
H 3.1620 0.5442 3.3299  0.283
H -4.7897 -4.7781 1.9761  0.397
C 2.7257 -0.5759 -0.6557  0.024
C -5.0407 2.1425 -1.0333  -0.894
O -5.5780 -0.5114 -0.0003  -0.656
C 3.6079 1.1862 2.5697  -1.318
C -2.1187 -3.7636 0.1706  -0.579
H -5.4748 4.2828 -1.4776  0.467
N 0.9860 1.8566 1.0067  0.212
C -4.3765 -0.6800 -0.0229  0.736
H 6.5972 -1.9251 -1.1176  0.326
H 1.5574 1.8962 -0.9799  0.528
C 0.8032 2.3570 -0.3391  -1.128
H 4.6415 -1.0124 -3.2097  0.333
C -3.7734 -2.0125 0.2861  0.001
C -1.6274 2.7329 0.0510  -0.834
C 4.9592 0.1392 0.7412  -1.147
H -2.5048 0.0871 -0.3096  -0.024
H 3.0941 -1.8100 -2.9078  0.374
H -2.5796 -5.5768 1.1897  0.401
H -0.6928 2.5643 -1.8920  0.337
H 6.6363 -0.3805 -1.9584  0.321
C -2.5255 -2.4763 -0.1625  0.894
H 5.8452 0.4255 1.2915  0.301
C 2.5751 0.0832 0.5549  -0.282
H 0.4461 -0.1534 0.5068  -0.565
N -3.5726 3.8195 -0.7901  -1.464
C -2.9233 -4.5837 0.9417  -0.562
H 7.2446 -0.4965 -0.3038  0.401
C -4.8027 3.5157 -1.1482  -0.449
H -1.4241 3.8100 0.1069  0.324
C 5.1108 -0.5297 -0.4645  1.133
H 4.5891 1.4979 2.9182  0.422
H 0.1451 1.9546 2.8999  0.526
H -2.1552 2.6088 2.1442  0.348
H -5.5344 -2.4927 1.3568  0.475
N -3.4847 0.3219 -0.2729  0.398
C -0.6927 -2.1872 -1.6717  -1.293
H -5.9371 1.5985 -1.2379  0.451
H 1.8429 -0.8513 -1.2162  0.441
C -3.8448 1.6266 -0.5728  0.536
C -0.0131 2.3852 1.9085  -1.376
C 6.4774 -0.8497 -0.9878  -1.508
O -1.7546 -1.6349 -0.9254  -0.433
H -1.1642 -4.1367 -0.1654  0.408
H -1.6589 1.0639 1.4474  0.097
H 0.9889 3.4359 -0.3175  0.457
H 4.6026 -2.5572 -2.3703  0.357
C -1.4585 2.1367 1.4503  0.036
C -0.6062 2.1093 -0.9046  0.289
C 3.7158 0.4572 1.2664  0.291
C 3.9695 -0.8932 -1.1804  0.261
C -4.5701 -2.8651 1.0458  -0.614
C 1.1992 0.4178 1.0728  -0.056
H 1.1236 0.1169 2.1212  0.893
C 4.0789 -1.6093 -2.4924  -1.530
C -4.1561 -4.1382 1.3825  -0.771
N -2.9860 2.6703 -0.4346  1.287
H -0.7784 1.0365 -1.0113  -0.305
H 0.1529 3.4661 1.9784  0.484
H -1.0282 -3.0379 -2.2705  0.564